Density functional theory data (ωB97M-V/def2-TZVPD) for 6 unconnected molecules or ions with the total composition C12H36O6.

Summary:
- HOMO energy (hartree) = -0.358
- E (hartree) = -930.14946
- orbital gap (eV) = 10.3
- largest force on an atom (Eh/bohr) = 0.030
- relative energy (zero: lowest compared OMol25 entry of this formula, charge and spin) (kcal/mol) = 58.7
- LUMO level (Eh) = 0.021

Bonds (Å) are listed after each position.
Element x y z (Å)
1 C 13.2933 -23.4527 -23.5664  C2 1.508, H4 1.088, H5 1.092, H6 1.092
2 C 14.2274 -23.3008 -22.3923  C1 1.508, O3 1.425, H7 1.098, H8 1.094
3 O 15.4646 -22.7090 -22.7811  C2 1.425, H9 0.961
4 H 13.6601 -24.2122 -24.2532  C1 1.088
5 H 13.1415 -22.5144 -24.1046  C1 1.092
6 H 12.3012 -23.7254 -23.2009  C1 1.092
7 H 14.4127 -24.3027 -21.9831  C2 1.098
8 H 13.8108 -22.7113 -21.5696  C2 1.094
9 H 15.8536 -22.2574 -22.0273  O3 0.961
10 C 15.9044 -20.9711 -18.7713  C11 1.523, H13 1.090, H14 1.092, H15 1.093
11 C 14.8395 -20.8051 -17.6948  C10 1.523, O12 1.435, H16 1.093, H17 1.087
12 O 13.5524 -21.2787 -18.1184  C11 1.435, H18 0.962
13 H 15.8280 -20.1884 -19.5257  C10 1.090
14 H 15.8567 -21.9634 -19.2233  C10 1.092
15 H 16.9036 -20.9246 -18.3311  C10 1.093
16 H 14.6946 -19.7468 -17.4624  C11 1.093
17 H 15.1479 -21.3700 -16.8190  C11 1.087
18 H 13.2691 -20.6995 -18.8324  O12 0.962
19 C 20.6100 -22.5741 -20.1959  C20 1.523, H22 1.090, H23 1.091, H24 1.092
20 C 19.0884 -22.6267 -20.1835  C19 1.523, O21 1.427, H25 1.101, H26 1.097
21 O 18.4920 -21.7876 -21.1711  C20 1.427, H27 0.968
22 H 21.0462 -21.5871 -20.0435  C19 1.090
23 H 20.9277 -22.9828 -21.1562  C19 1.091
24 H 20.9550 -23.2186 -19.3848  C19 1.092
25 H 18.6297 -22.3549 -19.2205  C20 1.101
26 H 18.7743 -23.6708 -20.3060  C20 1.097
27 H 19.2071 -21.2030 -21.4603  O21 0.968
28 C 22.2997 -26.4185 -18.5978  C29 1.538, H31 1.089, H32 1.088, H33 1.091
29 C 22.3405 -27.3794 -19.7985  C28 1.538, O30 1.430, H34 1.094, H35 1.095
30 O 21.0242 -27.8461 -20.1052  C29 1.430, H36 0.963
31 H 21.6085 -26.8182 -17.8566  C28 1.089
32 H 21.9356 -25.4478 -18.9287  C28 1.088
33 H 23.2853 -26.2817 -18.1496  C28 1.091
34 H 23.0510 -28.2042 -19.6944  C29 1.094
35 H 22.7282 -26.8207 -20.6561  C29 1.095
36 H 20.9279 -28.6601 -19.5991  O30 0.963
37 C 22.5372 -20.1385 -23.0811  C38 1.532, H40 1.085, H41 1.089, H42 1.097
38 C 21.5125 -19.2078 -22.4253  C37 1.532, O39 1.426, H43 1.096, H44 1.093
39 O 20.2297 -19.8292 -22.3808  C38 1.426, H45 0.963
40 H 22.2902 -20.3089 -24.1239  C37 1.085
41 H 22.6020 -21.0724 -22.5245  C37 1.089
42 H 23.4979 -19.6497 -22.8767  C37 1.097
43 H 21.4937 -18.2153 -22.8897  C38 1.096
44 H 21.8271 -18.9563 -21.4091  C38 1.093
45 H 19.8388 -19.7808 -23.2597  O39 0.963
46 C 20.2861 -25.2776 -23.6365  C47 1.526, H49 1.097, H50 1.086, H51 1.091
47 C 20.6825 -23.8993 -24.1574  C46 1.526, O48 1.423, H52 1.094, H53 1.100
48 O 21.1400 -24.1105 -25.4886  C47 1.423, H54 0.963
49 H 21.1862 -25.7548 -23.2295  C46 1.097
50 H 19.9473 -25.9798 -24.3931  C46 1.086
51 H 19.5576 -25.2148 -22.8270  C46 1.091
52 H 21.3820 -23.4162 -23.4682  C47 1.094
53 H 19.7902 -23.2565 -24.1352  C47 1.100
54 H 21.6774 -23.3742 -25.7992  O48 0.963